A structure of composition C4H16LiO8S. Source: the Open Molecules 2025 dataset; level of theory: ωB97M-V/def2-TZVPD.

Values from the calculation:
relative energy (zero: lowest compared OMol25 entry of this formula, charge and spin)	2.423	eV
E_LUMO	1.9	eV
gap between HOMO and LUMO	4.811	eV
total charge	-1

The geometry in XYZ format:
```
30
C4H16LiO8S (ωB97M-V/def2-TZVPD)
Li 0.210 -0.599 0.157
S -2.779 -0.333 -1.278
O -1.411 -0.062 -0.880
O -3.601 0.777 -0.780
O -2.785 -0.286 -2.786
O -3.176 -1.572 -0.715
C 1.419 1.044 2.263
O 0.166 0.577 1.837
H 1.505 2.082 2.523
H 2.090 0.597 1.460
H 1.719 0.440 3.191
H -0.504 0.659 2.504
C -1.458 3.179 -0.924
O -0.300 2.275 -0.911
H -1.652 4.276 -0.858
H -2.158 2.901 -0.260
H -2.080 3.139 -1.892
H -0.752 1.462 -0.849
C 1.488 -0.461 -2.337
O 1.580 0.108 -1.081
H 2.525 -0.967 -2.442
H 1.374 0.381 -2.863
H 0.516 -1.243 -2.460
H 2.062 0.793 -1.117
C 1.329 -3.361 1.803
O 0.361 -2.603 1.091
H 1.397 -2.966 2.869
H 2.374 -3.039 1.494
H 0.869 -4.398 1.758
H -0.326 -2.803 1.482
```

These are the Löwdin partial charges, in e, on atoms 1 to 8: Li 0.66; S 0.14; O -0.49; O -0.43; O -0.46; O -0.40; C -0.14; O -0.16

***

A structure of composition C7H16. Source: the Open Molecules 2025 dataset; level of theory: ωB97M-V/def2-TZVPD.

Values from the calculation:
relative energy (zero: lowest compared OMol25 entry of this formula, charge and spin)	4.163	eV
E_LUMO	0.9	eV
gap between HOMO and LUMO	8.479	eV

The geometry in XYZ format:
```
23
C7H16 (ωB97M-V/def2-TZVPD)
C -0.421 -0.831 -2.481
C -0.422 0.399 -1.558
C 0.640 0.137 -0.524
C 0.425 2.224 0.566
C 0.281 -0.809 0.588
C -1.171 -0.924 1.067
C 1.252 -0.737 1.770
H 0.593 -1.062 -2.821
H -1.045 -0.649 -3.360
H -0.815 -1.715 -1.968
H -0.156 1.280 -2.155
H -1.445 0.557 -1.182
H 1.034 1.381 0.022
H 0.352 3.025 -0.170
H -0.567 1.975 0.947
H 1.084 2.506 1.388
H 0.524 -1.742 0.045
H -1.281 -1.764 1.762
H -1.486 -0.018 1.597
H -1.868 -1.089 0.239
H 1.162 -1.621 2.411
H 2.286 -0.663 1.421
H 1.041 0.140 2.395
```

These are the Löwdin partial charges, in e, on atoms 1 to 8: C -0.11; C -0.32; C -0.08; C -0.01; C -0.48; C -0.08; C -0.09; H 0.08

***

A structure of composition C7H6CdN2O3S. Source: the Open Molecules 2025 dataset; level of theory: ωB97M-V/def2-TZVPD.

Values from the calculation:
E_LUMO	-8.6	eV
gap between HOMO and LUMO	7.462	eV
total charge	+2

The geometry in XYZ format:
```
20
C7H6CdN2O3S (ωB97M-V/def2-TZVPD)
O 0.485 -4.254 1.715
C -0.249 -3.476 1.284
Cd -1.365 -1.805 0.498
C -3.159 -1.955 1.742
C -2.140 -2.682 -1.327
O -4.075 -1.848 2.432
O -2.481 -3.006 -2.378
C -0.085 2.849 -0.986
N 0.815 1.749 -0.476
C 2.210 1.711 -0.591
C 2.623 0.582 0.016
N 1.490 -0.063 0.487
C 0.361 0.649 0.178
S -1.311 0.461 0.643
H -0.797 2.445 -1.708
H -0.635 3.298 -0.158
H 0.520 3.609 -1.467
H 2.740 2.490 -1.079
H 3.596 0.187 0.154
H 1.457 -0.941 1.021
```

These are the Löwdin partial charges, in e, on atoms 1 to 8: O 0.20; C -0.02; Cd 0.92; C -0.06; C -0.02; O 0.19; O 0.19; C 0.02

***

An isolated molecule of C7H10. Source: the Open Molecules 2025 dataset; level of theory: ωB97M-V/def2-TZVPD.

Values from the calculation:
relative energy (zero: lowest compared OMol25 entry of this formula, charge and spin)	2.471	eV
E_LUMO	0.8	eV
gap between HOMO and LUMO	9.245	eV
SMILES	C=CC(=C)/C=C/C

The geometry in XYZ format:
```
17
C7H10 (ωB97M-V/def2-TZVPD)
C 0.735 1.318 -0.912
C 0.738 1.698 -2.182
C 1.558 -1.004 -1.101
C 0.871 -0.074 -0.428
C 0.296 -0.405 0.898
C -0.984 -0.113 1.188
C -1.903 -0.872 2.100
H 0.763 2.039 -0.106
H 0.631 2.735 -2.462
H 0.692 0.977 -2.987
H 1.436 -2.075 -1.011
H 2.054 -0.650 -2.000
H 0.945 -0.868 1.635
H -1.357 0.701 0.573
H -2.937 -0.645 1.855
H -1.717 -0.853 3.170
H -1.820 -1.906 1.769
```

These are the Löwdin partial charges, in e, on atoms 1 to 8: C -0.16; C 0.02; C 0.05; C -0.34; C -0.10; C -0.14; C -0.09; H 0.10

***

An isolated molecule of C7H7Cl. Source: the Open Molecules 2025 dataset; level of theory: ωB97M-V/def2-TZVPD.

Values from the calculation:
relative energy (zero: lowest compared OMol25 entry of this formula, charge and spin)	3.602	eV
E_LUMO	0.5	eV
gap between HOMO and LUMO	9.503	eV
SMILES	Cl[C@]12C=C[C@H](C=C1)C2

The geometry in XYZ format:
```
15
C7H7Cl (ωB97M-V/def2-TZVPD)
C 0.387 -0.056 -0.006
C -0.327 -0.185 1.351
C -1.667 0.037 0.563
C -1.473 1.298 -0.176
C -0.235 1.231 -0.682
C -1.581 -0.994 -0.478
C -0.259 -1.304 -0.685
H -0.180 0.693 2.006
H -0.457 -1.165 2.021
H -2.657 -0.048 1.061
H -2.444 1.633 -0.860
H 0.362 1.817 -1.447
H -2.352 -1.635 -0.932
H 0.203 -2.005 -1.540
Cl 2.262 0.032 0.022
```

These are the Löwdin partial charges, in e, on atoms 1 to 8: C -0.72; C -0.11; C -0.36; C -0.09; C -0.07; C -0.10; C -0.06; H 0.12

***

An isolated molecule of C5H10O. Source: the Open Molecules 2025 dataset; level of theory: ωB97M-V/def2-TZVPD.

Values from the calculation:
relative energy (zero: lowest compared OMol25 entry of this formula, charge and spin)	2.908	eV
E_LUMO	0.9	eV
gap between HOMO and LUMO	8.633	eV
SMILES	CC1(C)C[C@H]1O

The geometry in XYZ format:
```
16
C5H10O (ωB97M-V/def2-TZVPD)
C -0.865 -0.436 -1.186
C 0.195 -0.073 -0.199
C 1.574 -0.697 -0.376
C 0.205 1.221 0.508
C -0.357 0.184 1.407
O -1.722 0.210 1.643
H -0.804 -1.498 -1.457
H -1.857 -0.269 -0.748
H -0.775 0.157 -2.100
H 2.194 -0.603 0.528
H 2.102 -0.149 -1.172
H 1.554 -1.755 -0.666
H 1.149 1.709 0.723
H -0.558 1.916 0.151
H 0.058 -0.815 1.355
H -2.114 0.937 1.137
```

These are the Löwdin partial charges, in e, on atoms 1 to 8: C -0.05; C -0.47; C -0.05; C -0.10; C -0.24; O -0.03; H 0.09; H 0.08

***

An isolated molecule of C9H17NOSi. Source: the Open Molecules 2025 dataset; level of theory: ωB97M-V/def2-TZVPD.

Values from the calculation:
relative energy (zero: lowest compared OMol25 entry of this formula, charge and spin)	0.000	eV
E_LUMO	0.8	eV
gap between HOMO and LUMO	9.258	eV
SMILES	C=CN1CC[C@H]([Si](C)(C)C)C1=O

The geometry in XYZ format:
```
29
C9H17NOSi (ωB97M-V/def2-TZVPD)
O 0.630 -2.034 -0.103
C 0.940 -0.901 0.204
C 0.776 -2.356 2.817
C 1.146 -1.072 2.697
N 1.198 -0.402 1.487
C 1.598 1.012 1.430
C 1.407 1.468 -0.013
C -1.803 -0.092 0.274
C -1.132 -1.078 -2.591
C -1.454 1.969 -2.016
C 0.985 0.228 -0.801
Si -0.828 0.329 -1.325
H 0.650 -2.936 1.894
H 0.610 -2.814 3.778
H 1.347 -0.490 3.554
H 0.931 1.549 2.143
H 2.581 1.175 1.861
H 2.300 1.935 -0.453
H 0.643 2.237 -0.067
H -1.483 -1.091 0.568
H -1.420 0.600 1.026
H -2.889 -0.001 0.230
H -0.646 -1.996 -2.265
H -0.734 -0.767 -3.550
H -2.196 -1.283 -2.662
H -0.683 2.712 -2.210
H -1.941 1.704 -2.950
H -2.213 2.390 -1.355
H 1.678 0.006 -1.601
```

These are the Löwdin partial charges, in e, on atoms 1 to 8: O 0.05; C -0.48; C 0.04; C -0.15; N -0.04; C -0.14; C -0.16; C -0.15

***

A cluster of 3 separate species, C3H14NO2S in total. Source: the Open Molecules 2025 dataset; level of theory: ωB97M-V/def2-TZVPD.

Values from the calculation:
relative energy (zero: lowest compared OMol25 entry of this formula, charge and spin)	2.596	eV
E_LUMO	-3.2	eV
gap between HOMO and LUMO	9.903	eV
total charge	+1

The geometry in XYZ format:
```
21
C3H14NO2S (ωB97M-V/def2-TZVPD)
C -1.022 -0.985 1.957
C -1.201 -0.154 0.689
C -1.337 1.290 0.993
S -1.003 2.317 -0.367
N 0.228 -0.524 -0.222
H -1.188 -0.429 2.908
H -0.057 -1.477 1.994
H -1.624 -1.909 2.061
H -2.039 -0.511 0.094
H -2.401 1.321 1.365
H -0.916 1.811 1.962
H -1.806 3.421 -0.170
H 0.900 -1.182 0.139
H -0.297 -1.078 -0.947
H 0.722 0.249 -0.499
H 0.937 -1.458 -2.286
H 1.883 -1.847 -3.269
O 1.672 -2.011 -2.406
H 2.845 1.571 -0.817
H 3.011 0.850 -2.020
O 2.694 0.734 -1.160
```

These are the Löwdin partial charges, in e, on atoms 1 to 8: C -0.05; C -0.29; C -0.64; S 0.76; N 0.22; H 0.11; H 0.07; H 0.10

***

Calculated values (eV) of E_tot for the records, taken in order: -31825.1458; -7514.7343; -31860.7764; -7418.5638; -19891.0439; -7391.8574; -21024.6028; -19750.2048.